(1)
30
Properties=species:S:1:pos:R:3 method="wB97M-V/def2-TZVPD" e_lumo_ev=-0.555 homo_energy_ev=-9.24 orbital_gap_ha=0.319 smiles="CCC(=O)OCC(=O)Nc1cc([N+](=O)[O-])ccc1Cl"
C 0.9228 0.6564 4.3082
C 2.3971 0.8797 3.9582
C 2.5408 0.8685 2.4613
O 2.2726 1.7935 1.7313
O 2.9607 -0.3163 2.0161
C 3.1687 -0.4799 0.6150
C 1.8874 -0.8781 -0.1364
O 1.7748 -1.9485 -0.6793
N 0.9476 0.1068 -0.1152
C -0.3305 0.0764 -0.6542
C -0.8118 -0.9850 -1.4135
C -2.1022 -0.9370 -1.9216
N -2.5875 -2.0462 -2.7105
O -1.8346 -2.9718 -2.9083
O -3.7244 -1.9769 -3.1265
C -2.9390 0.1484 -1.6962
C -2.4683 1.2052 -0.9421
C -1.1826 1.1716 -0.4252
Cl -0.6243 2.5064 0.5218
H 0.5892 -0.3149 3.9501
H 0.7891 0.6937 5.3858
H 0.3065 1.4285 3.8536
H 3.0126 0.0903 4.3871
H 2.7200 1.8516 4.3324
H 3.8936 -1.2888 0.5135
H 3.5659 0.4502 0.1910
H 1.1903 0.9769 0.3635
H -0.1891 -1.8453 -1.6078
H -3.9351 0.1504 -2.1093
H -3.0948 2.0609 -0.7488

***

(2)
51
Properties=species:S:1:pos:R:3 method="wB97M-V/def2-TZVPD" e_lumo_ev=-4.193 homo_energy_ev=-11.69 orbital_gap_ha=0.276 total_charge=+1
Al -0.3973 -0.5913 -0.3009
O 2.9006 3.7549 -4.9994
C 2.3925 3.5356 -3.7699
O 3.0982 3.5038 -2.8072
C 0.9172 3.3394 -3.6995
C -0.0620 4.1655 -4.1896
N -1.2327 3.6859 -3.7167
N -1.0891 2.6051 -2.9493
C 0.2147 2.3802 -2.9351
C 0.7902 1.1860 -2.2728
O 1.8273 0.6850 -2.6261
O 0.0643 0.7037 -1.2796
H 2.2371 3.5883 -5.6799
H -0.0064 5.0591 -4.7891
H -2.1539 4.0548 -3.8815
Se 2.6021 -0.1543 6.5758
N 1.0424 0.3230 5.9060
C 1.0722 0.0444 4.6281
C -0.0371 0.3102 3.7181
C -1.2355 0.9141 4.1011
C -2.2075 1.1484 3.1510
C -1.9688 0.7857 1.8330
N -0.8245 0.2147 1.4574
C 0.1222 -0.0376 2.3850
C 1.3431 -0.6654 1.9004
N 1.3640 -0.9709 0.5897
C 2.4847 -1.4176 0.0327
C 3.6299 -1.6382 0.7913
C 3.5995 -1.3867 2.1449
C 2.4361 -0.8775 2.7269
C 2.2990 -0.5321 4.1375
N 3.2403 -0.7099 5.0283
H -1.3790 1.1921 5.1372
H -3.1454 1.6162 3.4123
H -2.7001 0.9612 1.0539
H 2.4642 -1.5682 -1.0390
H 4.5290 -1.9980 0.3132
H 4.4683 -1.5584 2.7673
C -3.6597 -1.3848 -0.9646
Si -2.0139 -2.3160 -0.8387
C -1.6549 -3.1343 -2.4839
C -2.1222 -3.6134 0.5246
H -4.2787 -1.5433 -0.0796
H -4.2177 -1.7618 -1.8253
H -3.5366 -0.3105 -1.1182
H -2.4943 -3.7714 -2.7734
H -0.7588 -3.7565 -2.4508
H -1.5196 -2.3865 -3.2687
H -3.1588 -3.9047 0.7048
H -1.7126 -3.2542 1.4719
H -1.5716 -4.5139 0.2462